Density functional theory data (ωB97M-V/def2-TZVPD) for C28H43Br3F8N5O6S as an isolated structure.

```
94
Properties=species:S:1:pos:R:3:forces:R:3
C -0.5489 5.7365 2.0642 -0.2659 -0.1805 0.0661
C -1.2541 4.8511 1.0424 0.1039 0.1150 0.0805
C -0.6003 4.8674 -0.3385 -0.3431 -0.3665 0.1264
C -1.0017 3.6527 -1.1763 0.1687 0.2173 -0.0265
C -2.3092 3.8075 -1.9393 -0.0296 -0.2160 -0.0886
C -2.7303 2.5052 -2.6388 -0.2750 0.0547 0.1115
C -3.9515 1.8547 -1.9934 -0.0622 0.2187 0.1721
C -3.7642 1.5493 -0.5032 0.1510 0.0599 -0.0740
C -3.2193 0.1496 -0.2523 0.1566 0.1408 -0.2326
C -3.2989 -0.3558 1.1855 0.1036 -0.5914 0.3188
Br -5.1235 -0.3133 1.8200 -0.2599 0.1812 -0.2453
C -2.8250 -1.8518 1.1771 -0.0909 0.3895 0.1449
Br -3.5694 -2.9904 2.5608 0.1339 -0.2082 0.1063
N -1.3614 -1.9696 1.1217 -0.0353 -0.2144 0.6444
C -0.8520 -3.3343 0.8872 0.2591 -0.0019 -0.8433
F -0.5942 -3.4590 -0.4793 -0.0189 -0.0115 0.0117
C 0.3465 -3.7807 1.7054 0.1120 -0.3104 0.0728
C -0.0592 -4.7845 2.7841 -0.3112 0.1894 -0.1838
C -0.6415 -0.9667 1.6587 0.1685 0.1681 -0.0030
N 0.5124 -0.5995 1.1518 -0.0841 -0.1054 0.1254
Br 1.4709 0.8088 1.8728 -0.0339 -0.0509 0.2396
C 1.0716 -1.2482 -0.0590 0.1094 0.3964 -0.2654
C 2.0535 -0.4016 -0.8401 0.1458 -0.1513 -0.1189
C 2.3405 -1.1070 -2.1617 -0.1590 0.0529 0.0710
O 3.1664 -0.3026 -2.9859 -0.0728 -0.1884 -0.0229
C 4.5062 -0.5668 -3.0354 0.4705 0.0077 -0.5505
C 5.2028 -1.0663 -1.8032 0.0456 -0.3899 0.0109
O 5.1013 -0.3326 -4.0486 -0.3230 0.1138 0.2641
N -1.2495 -0.1643 2.6632 -0.3349 0.1933 -0.2520
S -1.2888 -0.8170 4.2120 -0.0857 -0.7741 0.4511
O -2.5969 -0.8228 4.7513 0.1072 0.3685 -0.1418
O -0.5252 -2.0174 4.0707 0.2475 0.2854 -0.0552
C -0.2319 0.2184 5.3890 -0.0681 0.0520 -0.0707
F 1.0422 0.1461 5.0078 0.0692 -0.0643 -0.2391
F -0.3893 -0.5170 6.4907 -0.0558 -0.0499 0.1246
C -0.5817 1.6967 5.7661 0.2518 0.0726 0.0883
F -1.9046 1.8560 5.8165 -0.1275 -0.0106 -0.1838
F -0.0708 1.8813 6.9931 -0.0166 -0.0430 0.0950
C 0.0494 2.8293 4.9028 -0.0812 -0.1042 -0.0389
F -0.3522 2.7557 3.6293 -0.2453 -0.2319 -0.1947
F -0.3296 3.9898 5.3947 -0.0901 0.1626 0.1117
F 1.3747 2.7568 4.9199 0.1152 -0.0247 0.0329
C -2.3920 0.5570 2.0648 -0.0360 0.3908 -0.3323
O -3.0726 1.2274 3.0976 0.2967 0.0779 0.4370
C -3.5533 2.3930 2.7890 -0.2720 0.5238 -0.2577
N -4.0016 3.4207 2.5147 0.2351 -0.4692 0.1988
H -0.7493 6.7899 1.8855 0.1454 0.1110 -0.0808
H 0.5258 5.5604 2.0519 0.1210 0.0918 -0.0256
H -0.9069 5.5085 3.0674 -0.0490 0.0687 0.0712
H -1.2495 3.8223 1.4178 0.0350 -0.1038 0.0024
H -2.3031 5.1395 0.9826 -0.1001 -0.0578 -0.0375
H 0.4815 4.8621 -0.2082 0.1117 0.1718 -0.0584
H -0.9007 5.7692 -0.8720 0.2649 0.1796 -0.0306
H -0.2184 3.4248 -1.9018 0.0654 -0.0290 -0.0745
H -1.0526 2.7857 -0.5053 0.0000 -0.1618 -0.0124
H -2.1834 4.5920 -2.6833 0.0375 0.1292 -0.0032
H -3.1126 4.1371 -1.2776 -0.0057 0.0998 0.1011
H -2.9882 2.7075 -3.6759 0.1736 -0.0870 -0.1574
H -1.8885 1.8089 -2.6221 0.0724 -0.0852 -0.1879
H -4.7916 2.5447 -2.0683 -0.0233 0.0943 -0.1259
H -4.2493 0.9647 -2.5487 -0.0038 -0.1349 0.0318
H -4.6942 1.7208 0.0308 -0.0966 -0.1829 0.0557
H -3.0466 2.2716 -0.1087 -0.1813 0.1338 0.1538
H -3.6947 -0.5712 -0.9147 -0.1583 -0.0526 0.0029
H -2.1524 0.1685 -0.5172 0.0538 -0.1846 -0.1404
H -3.1886 -2.2604 0.2419 -0.0521 -0.2357 -0.0144
H -1.6812 -4.0117 1.0546 -0.2075 0.1089 0.2062
H 0.9999 -4.2917 0.9998 0.1218 0.0614 -0.0969
H 0.9137 -2.9625 2.1412 -0.0870 0.1379 0.0588
H -0.8795 -4.3994 3.3836 0.0455 0.0539 0.1594
H 0.7776 -5.0083 3.4356 0.0711 -0.0832 0.0490
H -0.4098 -5.6974 2.3070 0.0774 -0.1612 0.0450
H 0.2121 -1.4545 -0.6924 -0.0908 -0.1870 0.0567
H 1.5484 -2.1783 0.2305 -0.0758 -0.1338 0.0311
H 2.9938 -0.3052 -0.3028 0.0261 0.1856 0.1026
H 1.6560 0.5857 -1.0675 -0.0366 0.1127 0.0759
H 2.7722 -2.0951 -2.0056 0.0714 -0.0858 -0.0386
H 1.4117 -1.2509 -2.7136 -0.0488 0.0411 -0.0885
H 4.6437 -1.8040 -1.2357 -0.1141 0.0164 0.0537
H 6.1092 -1.5507 -2.1453 0.1620 0.0462 0.0554
H 5.4626 -0.2323 -1.1546 -0.0175 0.1229 0.0031
H -1.9523 1.2995 1.3961 0.0836 0.1103 0.0447
C 3.5357 -4.0668 -4.5280 0.0806 0.0233 -0.0486
O 4.1846 -3.9958 -3.4946 -0.1680 0.1868 0.2088
N 4.0695 -4.0216 -5.7542 0.0085 -0.0105 -0.0633
C 3.2639 -4.1170 -6.9550 0.0645 0.0209 0.0273
C 5.5122 -3.8632 -5.8747 -0.0156 0.0211 0.0469
H 2.4375 -4.1735 -4.5339 0.0075 -0.0235 0.0026
H 3.5619 -4.9804 -7.5514 -0.0153 -0.0090 -0.0048
H 3.3730 -3.2180 -7.5633 -0.0161 0.0047 -0.0062
H 2.2163 -4.2286 -6.6821 -0.0129 -0.0034 0.0003
H 6.0280 -4.6892 -5.3859 0.0039 -0.0092 -0.0082
H 5.8321 -2.9340 -5.4032 -0.0022 0.0147 -0.0139
H 5.7765 -3.8434 -6.9284 -0.0002 -0.0007 -0.0129
```
Forces are in eV/Å.

Summary:
- HOMO-LUMO gap: 0.248 hartree
- Charge: +1
- Spin multiplicity: 1